<A>
Density functional theory data (ωB97M-V/def2-TZVPD) for an isolated molecule of C3H5FOS.

Geometry as ORCA input:
```
! RIJCOSX wB97M-V def2-TZVPD def2/J DEFGRID3
* xyz 0 1
C 0.38422 0.88628 -0.14673
C -0.50696 -0.27489 0.25223
C -0.24778 -1.43810 -0.68317
H 0.55759 1.33553 1.77702
H -0.01469 1.36012 -0.92450
H 1.41072 0.63291 -0.40746
H -1.61705 0.03399 0.24474
H 0.24187 -2.34569 -0.24615
O 0.34472 1.81256 0.94990
F -0.15836 -0.65840 1.45014
S -0.39427 -1.34433 -2.26603
*
```

Summary:
LUMO   -0.01965 Eh
SMILES   OC[C@H](F)C=S
HOMO level   -9.145 eV

Computed natural (NBO) charges, given in elementary charges: number 1, C, carries -0.0834; number 2, C, carries 0.1134; number 3, C, carries -0.3068; number 4, H, carries 0.4737; number 5, H, carries 0.1939; number 6, H, carries 0.1737; number 7, H, carries 0.1916; number 8, H, carries 0.2152; number 9, O, carries -0.7138; number 10, F, carries -0.3424; number 11, S, carries 0.0848

<B>
Density functional theory data (ωB97M-V/def2-TZVPD) for an isolated molecule of C3H5FOS.

Geometry as ORCA input:
```
! RIJCOSX wB97M-V def2-TZVPD def2/J DEFGRID3
* xyz 0 1
C -0.06112 -0.14053 0.76048
C 0.15801 1.47233 0.55084
C -1.59975 -0.27108 0.30409
H 1.34297 -0.66520 -1.60913
H -0.30180 -0.33461 1.76873
H -0.66971 1.97944 1.04004
H 1.19996 1.84148 1.14155
H -2.38896 0.65356 0.51420
O -1.90146 -1.11290 -0.54334
F 0.25331 1.72682 -0.88630
S 1.42291 -1.02982 -0.01402
*
```

Summary:
LUMO   0.00959 Eh
SMILES   O=C[C@@H](S)CF
HOMO level   -9.488 eV

Computed natural (NBO) charges, given in elementary charges: number 1, C, carries -0.4568; number 2, C, carries 0.0374; number 3, C, carries 0.3998; number 4, H, carries 0.2040; number 5, H, carries 0.2426; number 6, H, carries 0.1735; number 7, H, carries 0.1931; number 8, H, carries 0.1420; number 9, O, carries -0.5002; number 10, F, carries -0.3794; number 11, S, carries -0.0561

Name the least stable of them. <B>.

<A>
Density functional theory data (ωB97M-V/def2-TZVPD) for an isolated molecule of C3H5FOS.

Geometry as ORCA input:
```
! RIJCOSX wB97M-V def2-TZVPD def2/J DEFGRID3
* xyz 0 1
C -0.54727 0.70557 0.91941
C -0.33666 0.47328 -0.61589
C 0.79504 -0.34874 -1.05637
H -0.17687 -1.60403 1.47901
H -1.14711 1.58571 1.10835
H 0.41309 0.99134 1.46306
H 1.62947 0.28067 -1.47280
H 0.42433 -0.92388 -1.98794
O -1.11663 0.89155 -1.39824
F 1.31811 -1.25494 -0.10691
S -1.25550 -0.79652 1.66833
*
```

Summary:
LUMO   0.02365 Eh
SMILES   O=C(CF)CS
HOMO level   -9.271 eV

Computed natural (NBO) charges, given in elementary charges: number 1, C, carries -0.6364; number 2, C, carries 0.5368; number 3, C, carries -0.0687; number 4, H, carries 0.1501; number 5, H, carries 0.2523; number 6, H, carries 0.2316; number 7, H, carries 0.2091; number 8, H, carries 0.2095; number 9, O, carries -0.5016; number 10, F, carries -0.3631; number 11, S, carries -0.0196

<B>
Density functional theory data (ωB97M-V/def2-TZVPD) for an isolated molecule of C3H5FOS.

Geometry as ORCA input:
```
! RIJCOSX wB97M-V def2-TZVPD def2/J DEFGRID3
* xyz 0 1
C -0.17534 0.10237 -0.43680
C 0.93586 -0.45948 0.41183
C -1.01863 1.08411 0.31353
H -0.46802 -1.63784 -1.15571
H 0.37933 0.60930 -1.24061
H 0.60001 -0.90409 1.35479
H 1.67026 0.30387 0.66493
H -1.99487 0.67888 0.61789
O -1.03634 -0.87878 -0.94840
F 1.59292 -1.39807 -0.36202
S -0.48519 2.49972 0.78056
*
```

Summary:
LUMO   -0.01742 Eh
SMILES   O[C@@H](C=S)CF
HOMO level   -9.133 eV

Computed natural (NBO) charges, given in elementary charges: number 1, C, carries -0.0334; number 2, C, carries 0.0403; number 3, C, carries -0.2780; number 4, H, carries 0.4825; number 5, H, carries 0.1880; number 6, H, carries 0.1709; number 7, H, carries 0.1864; number 8, H, carries 0.2151; number 9, O, carries -0.6995; number 10, F, carries -0.3678; number 11, S, carries 0.0954

<C>
Density functional theory data (ωB97M-V/def2-TZVPD) for a cluster of 2 separate species, C3H5FOS in total.

Geometry as ORCA input:
```
! RIJCOSX wB97M-V def2-TZVPD def2/J DEFGRID3
* xyz 0 1
C 2.92009 0.19930 -0.19549
C 1.68460 0.62674 0.00062
C -1.76097 0.76123 0.29907
H 3.70845 0.75128 -0.69339
H 1.39547 1.61036 -0.34968
H 0.95051 0.01485 0.50522
H -1.81693 -1.21943 -0.88543
H -2.28927 1.43149 0.99991
O -0.67468 0.99318 -0.15449
F 3.33608 -1.00994 0.21669
S -2.72736 -0.68551 -0.05725
*
```

Summary:
LUMO   0.02517 Eh
SMILES   C=CF.O=CS
HOMO level   -9.516 eV

Computed natural (NBO) charges, given in elementary charges: number 1, C, carries 0.2213; number 2, C, carries -0.4783; number 3, C, carries 0.2725; number 4, H, carries 0.1614; number 5, H, carries 0.2244; number 6, H, carries 0.2146; number 7, H, carries 0.1486; number 8, H, carries 0.1415; number 9, O, carries -0.5437; number 10, F, carries -0.3455; number 11, S, carries -0.0168

Name the least stable of them. <C>.

<A>
Density functional theory data (ωB97M-V/def2-TZVPD) for an isolated molecule of C3H9NOS.

Geometry as ORCA input:
```
! RIJCOSX wB97M-V def2-TZVPD def2/J DEFGRID3
* xyz 0 1
C -0.05371 0.14511 1.03161
C -1.22755 -0.58146 0.41053
S -2.74095 0.09245 1.14907
N 1.24359 -0.27072 0.43968
C 1.41292 -0.03728 -0.96064
O 1.33821 1.36239 -1.32132
H 0.06586 -0.20568 2.06420
H -0.18764 1.22556 1.07171
H -1.09380 -0.54537 -0.67263
H -1.14635 -1.66450 0.55224
H -3.63878 -0.22654 0.18302
H 1.97889 0.21936 0.92021
H 0.64715 -0.55364 -1.53183
H 2.43779 -0.35562 -1.16053
H 0.96437 1.39592 -2.17532
*
```

Summary:
LUMO   0.02902 Eh
SMILES   OCNCCS
HOMO level   -9.125 eV

Computed natural (NBO) charges, given in elementary charges: number 1, C, carries -0.2401; number 2, C, carries -0.5376; number 3, S, carries -0.0360; number 4, N, carries -0.6208; number 5, C, carries 0.0809; number 6, O, carries -0.7476; number 7, H, carries 0.1991; number 8, H, carries 0.1957; number 9, H, carries 0.2096; number 10, H, carries 0.2164; number 11, H, carries 0.1319; number 12, H, carries 0.3647; number 13, H, carries 0.1516; number 14, H, carries 0.1681; number 15, H, carries 0.4640

<B>
Density functional theory data (ωB97M-V/def2-TZVPD) for a cluster of 2 separate species, C3H9NOS in total.

Geometry as ORCA input:
```
! RIJCOSX wB97M-V def2-TZVPD def2/J DEFGRID3
* xyz 0 1
C -1.90493 0.88589 -1.26056
C 1.39000 -0.65687 2.30360
C -1.66398 1.01947 -2.54764
N 1.07240 0.15000 -0.02784
O 0.20707 -2.31861 0.73163
S 0.15633 -0.89340 1.02171
H -1.55885 1.60489 -0.55409
H 0.85881 -0.12281 -0.97950
H -2.45959 -0.00141 -0.83735
H 1.11821 0.17569 3.03140
H 1.41015 -1.45767 3.09564
H 2.36905 -0.65149 2.02772
H -2.10282 0.40483 -3.18596
H -0.96430 1.67441 -2.90930
H 2.07246 0.18706 0.09054
*
```

Summary:
LUMO   0.03493 Eh
HOMO level   -9.473 eV

Computed natural (NBO) charges, given in elementary charges: number 1, C, carries -0.3791; number 2, C, carries -0.8726; number 3, C, carries -0.3826; number 4, N, carries -1.0477; number 5, O, carries -0.9568; number 6, S, carries 1.4140; number 7, H, carries 0.1933; number 8, H, carries 0.3872; number 9, H, carries 0.1968; number 10, H, carries 0.2394; number 11, H, carries 0.2506; number 12, H, carries 0.2176; number 13, H, carries 0.1806; number 14, H, carries 0.1862; number 15, H, carries 0.3733

Name the least stable of them. <B>.